DFT (ωB97M-V/def2-TZVPD) results for a structure of composition C27H33N4OS4SiTc.

Atoms and positions in Å:
1 Tc 0.4619 -1.3670 0.7505
2 C 1.9601 2.1944 6.6100
3 Si 0.8569 0.8801 5.8663
4 C -0.7657 1.6452 5.3506
5 C 0.5984 -0.5193 7.0771
6 C 1.7868 0.1638 4.3717
7 C 3.1753 0.1469 4.3809
8 C 3.9293 -0.3598 3.3219
9 C 3.2595 -0.8523 2.2276
10 N 1.9242 -0.8629 2.1983
11 C 1.1982 -0.3777 3.2236
12 S -0.5030 -0.5878 2.8358
13 H 1.4071 2.7730 7.3468
14 H 2.3099 2.8869 5.8435
15 H 2.8309 1.7814 7.1158
16 H -1.1211 2.2793 6.1633
17 H -1.5301 0.9009 5.1424
18 H -0.6574 2.2683 4.4639
19 H 0.1700 -0.1640 8.0121
20 H 1.5393 -1.0151 7.3101
21 H -0.0816 -1.2624 6.6620
22 H 3.7047 0.5501 5.2343
23 H 5.0074 -0.3619 3.3479
24 H 3.7660 -1.2494 1.3577
25 S 1.8823 -2.1544 -0.8798
26 C 0.8786 -2.8497 -2.0861
27 C 1.4373 -3.5459 -3.1798
28 C 0.6324 -4.0289 -4.1696
29 C -0.7665 -3.8409 -4.1149
30 C -1.3333 -3.1751 -3.0651
31 C -0.5209 -2.6699 -2.0206
32 S -1.2441 -1.8177 -0.7229
33 H 2.5098 -3.6750 -3.2316
34 H 1.0708 -4.5510 -5.0070
35 H -1.3922 -4.2291 -4.9064
36 H -2.4032 -3.0319 -3.0077
37 C -3.7328 2.7488 -2.6302
38 C -2.9389 3.0397 -1.3651
39 C -2.1876 1.8295 -0.8317
40 N -1.1418 1.4330 -1.7707
41 C 0.0741 1.0537 -1.4754
42 S 0.6388 1.0103 0.1757
43 N 0.9380 0.6728 -2.4499
44 C 0.7561 0.5378 -3.8482
45 O 1.3172 -0.3644 -4.4102
46 C -0.0432 1.5726 -4.5522
47 C -0.8456 1.1651 -5.6150
48 C -1.5459 2.1131 -6.3432
49 C -1.4177 3.4599 -6.0317
50 C -0.6004 3.8680 -4.9867
51 C 0.0797 2.9248 -4.2337
52 H -4.2785 3.6305 -2.9582
53 H -4.4574 1.9525 -2.4644
54 H -3.0994 2.4534 -3.4681
55 H -3.6134 3.3796 -0.5770
56 H -2.2290 3.8533 -1.5358
57 H -2.8570 0.9725 -0.7109
58 H -1.7126 2.0228 0.1308
59 H -1.4126 1.4296 -2.7477
60 H 1.7468 0.1648 -2.1023
61 H -0.9020 0.1155 -5.8629
62 H -2.1759 1.8033 -7.1632
63 H -1.9528 4.1980 -6.6120
64 H -0.4881 4.9192 -4.7638
65 H 0.7278 3.2363 -3.4254
66 C 0.2009 -5.6374 2.6723
67 C 0.2825 -4.3203 2.0683
68 N 0.3473 -3.2754 1.6013
69 H -0.2363 -6.3335 1.9585
70 H -0.4208 -5.5824 3.5639
71 H 1.2020 -5.9680 2.9421

Atoms 1-6, force components in eV/Å:
0.040 0.516 0.063
0.022 -0.052 -0.146
-0.112 -0.046 0.023
0.084 0.009 0.063
-0.034 0.038 -0.114
-0.025 0.027 0.005

## Properties
- Total energy: -3305.917534 hartree
- 2S+1: 2
- Total charge: +1
- ΔE to the lowest compared entry with this formula, charge and spin: 25.1 kJ/mol
- Strongest force on any atom: 0.7 eV/A

=====

DFT (ωB97M-V/def2-TZVPD) results for a structure of composition C27H33N7O4PdS.

Atoms and positions in Å:
1 Pd -0.1791 -0.0292 0.0170
2 C -0.9646 0.3478 2.9525
3 C -1.9864 -0.6841 2.4535
4 C -2.9151 -0.1273 1.4058
5 C -4.2916 -0.1076 1.5701
6 C -5.0941 0.3572 0.5388
7 C -4.5016 0.8197 -0.6265
8 C -3.1220 0.8046 -0.7094
9 N -2.3558 0.3348 0.2777
10 N 0.2989 0.3665 2.1962
11 C 1.2239 -0.7384 2.4811
12 C 2.3231 -0.8030 1.4393
13 C 3.5605 -1.3583 1.7182
14 C 4.5164 -1.4089 0.7138
15 C 4.2231 -0.8730 -0.5318
16 C 2.9681 -0.3278 -0.7329
17 N 2.0409 -0.3085 0.2273
18 C 0.9644 1.6747 2.3172
19 C 0.4260 2.6782 1.3306
20 C 0.3180 4.0225 1.6458
21 C -0.0956 4.9115 0.6645
22 C -0.3699 4.4318 -0.6066
23 C -0.2447 3.0742 -0.8405
24 N 0.1346 2.2182 0.1096
25 H -0.7574 0.1733 4.0132
26 H -1.4057 1.3408 2.8567
27 H -2.5724 -1.0403 3.2990
28 H -1.4617 -1.5471 2.0326
29 H -4.7360 -0.4624 2.4902
30 H -6.1705 0.3505 0.6456
31 H -5.0947 1.1788 -1.4551
32 H -2.6123 1.1704 -1.5923
33 H 0.6669 -1.6786 2.4650
34 H 1.6678 -0.6359 3.4774
35 H 3.7758 -1.7575 2.7007
36 H 5.4824 -1.8574 0.9021
37 H 4.9465 -0.8839 -1.3341
38 H 2.6866 0.1071 -1.6839
39 H 2.0261 1.5511 2.0985
40 H 0.8858 2.0588 3.3377
41 H 0.5637 4.3687 2.6408
42 H -0.1971 5.9643 0.8902
43 H -0.6767 5.0957 -1.4019
44 H -0.4265 2.6607 -1.8252
45 C -5.5254 -7.8964 -3.9394
46 C -4.4459 -6.8227 -3.9651
47 S -3.8722 -6.5681 -2.2738
48 O -4.6301 -5.4653 -1.7159
49 O -3.8553 -7.7993 -1.5420
50 C -2.1313 -6.0030 -2.3912
51 C -1.5899 -5.6958 -0.9765
52 N -0.8776 -4.4094 -0.8596
53 C -1.3787 -3.1931 -0.5408
54 N -0.4011 -2.2749 -0.5141
55 C 0.7560 -2.9199 -0.8271
56 C 0.4813 -4.2312 -1.0409
57 N 1.4387 -5.2348 -1.4165
58 O 1.0275 -6.3154 -1.7923
59 O 2.6023 -4.8940 -1.3508
60 C -2.7928 -2.9153 -0.2165
61 H -5.9534 -8.0241 -4.9313
62 H -6.3207 -7.6185 -3.2483
63 H -5.1053 -8.8441 -3.6102
64 H -4.8218 -5.8525 -4.2841
65 H -3.5770 -7.1114 -4.5577
66 H -2.1070 -5.1344 -3.0487
67 H -1.5835 -6.8293 -2.8392
68 H -0.8810 -6.4683 -0.7130
69 H -2.3958 -5.7239 -0.2432
70 H 1.7120 -2.4390 -0.9128
71 H -2.9600 -2.9792 0.8619
72 H -3.4678 -3.6249 -0.6826
73 H -3.0552 -1.9163 -0.5540

Atoms 1-6, force components in eV/Å:
0.163 0.600 0.270
-0.219 -0.159 0.208
0.056 0.138 -0.043
-0.073 0.047 -0.043
-0.004 0.028 0.017
0.031 -0.019 0.012

## Properties
- Total energy: -2258.407548 hartree
- 2S+1: 3
- Total charge: +2
- ΔE to the lowest compared entry with this formula, charge and spin: 22.5 kJ/mol
- Strongest force on any atom: 0.8 eV/A

=====

Question: Look up the total charge of the second one.
Answer: +2